## a
Density functional theory data (ωB97M-V/def2-TZVPD) for an isolated molecule of C7H12S.

XYZ file:
```
20
Properties=species:S:1:pos:R:3:lowdin_charge:R:1
C -0.11 -1.80 -0.84 -0.097
C -0.78 -1.71 0.29 -0.140
C 0.90 -0.68 -1.31 -0.253
C -0.75 -0.40 0.98 -0.187
C 1.05 0.39 -0.27 -0.621
C -1.93 0.51 0.87 -0.109
C 0.79 1.87 -0.61 -0.081
S 2.45 -0.14 0.75 0.762
H -0.13 -2.80 -1.43 0.121
H -1.32 -2.54 0.67 0.097
H 1.79 -1.16 -1.31 0.017
H 0.55 -0.30 -2.39 0.161
H -0.30 -0.48 1.87 0.046
H -1.63 1.52 1.40 0.118
H -2.88 0.21 1.31 0.067
H -2.33 0.57 -0.09 0.049
H 0.85 2.30 0.39 0.075
H -0.10 1.90 -1.07 0.030
H 1.69 2.16 -1.09 0.069
H 2.21 0.58 1.89 -0.122
```

* total charge: 0
* lowest unoccupied orbital energy: 0.83 eV

## b
Density functional theory data (ωB97M-V/def2-TZVPD) for an isolated molecule of C7H12S.

XYZ file:
```
20
Properties=species:S:1:pos:R:3:lowdin_charge:R:1
C -2.81 -0.01 0.63 -0.421
C -0.36 -0.80 -0.40 -0.517
C 0.45 -1.77 -0.03 -0.112
C 1.86 -1.35 0.12 -0.193
C 1.84 0.17 -0.13 -0.163
C 0.44 0.43 -0.69 -0.386
C -0.07 1.80 -0.23 -0.081
H -3.86 -0.05 0.60 0.009
H -2.57 -0.48 1.56 0.028
H -2.56 1.08 0.67 0.040
H 0.18 -2.75 0.25 0.096
H 2.60 -1.87 -0.55 0.125
H 2.22 -1.61 1.11 0.101
H 2.65 0.46 -0.83 0.117
H 2.02 0.69 0.87 0.133
H 0.61 0.46 -1.80 0.151
H -0.14 1.86 0.83 0.069
H -1.00 2.13 -0.66 0.059
H 0.62 2.57 -0.56 0.082
S -2.13 -0.94 -0.75 0.862
```

* total charge: 0
* lowest unoccupied orbital energy: 0.97 eV
* structure (SMILES): CSC1=CCC[C@@H]1C

## c
Density functional theory data (ωB97M-V/def2-TZVPD) for an isolated molecule of C7H12S.

XYZ file:
```
20
Properties=species:S:1:pos:R:3:lowdin_charge:R:1
C -1.96 -0.42 -0.45 -0.051
C -0.45 -0.59 -0.82 -0.387
C 0.18 -1.95 -0.46 -0.151
C 0.50 -1.97 1.03 -0.113
C 0.69 -0.94 1.79 -0.126
C 0.56 0.47 1.31 -0.212
C 0.50 0.49 -0.26 -0.618
H -2.10 -0.66 0.60 0.072
H -2.54 -1.08 -1.08 0.066
H -2.28 0.63 -0.58 0.063
H -0.44 -0.50 -1.88 0.102
H -0.47 -2.83 -0.63 0.114
H 1.09 -2.21 -1.06 0.127
H 0.48 -2.95 1.43 0.090
H 1.02 -1.05 2.81 0.102
H 1.50 1.09 1.62 0.142
H -0.32 1.00 1.70 0.099
H 1.48 0.22 -0.61 0.093
H 0.23 2.15 -2.16 -0.142
S 0.14 2.23 -0.81 0.727
```

* total charge: 0
* lowest unoccupied orbital energy: 0.89 eV
* structure (SMILES): C[C@@H]1CC=CC[C@@H]1S

Name the least stable of them. a.

## a
Density functional theory data (ωB97M-V/def2-TZVPD) for an isolated molecule of C11H12O4.

XYZ file:
```
27
Properties=species:S:1:pos:R:3:lowdin_charge:R:1
O 0.69 -1.51 -2.29 0.087
O 3.07 0.94 2.23 -0.019
O -0.81 2.42 -0.19 0.052
O 0.53 1.43 1.30 -0.003
C 0.82 -0.57 -1.51 -0.334
C -3.71 -2.06 -0.89 0.041
C 1.78 0.51 -1.77 0.043
C -2.40 -1.66 -0.68 -0.131
C 2.04 1.15 -0.57 0.071
C -2.20 -0.36 -0.07 -0.038
C -0.96 0.11 0.21 -0.120
C 2.37 -0.09 1.55 -0.164
C -0.80 1.43 0.81 -0.331
C 0.38 -0.55 -0.04 -0.076
C 1.33 0.48 0.60 -0.414
H 2.44 1.39 2.78 0.083
H -0.18 2.11 -0.83 0.064
H -3.93 -3.02 -1.32 0.041
H -4.56 -1.42 -0.64 0.059
H 2.22 0.68 -2.72 0.110
H -1.56 -2.28 -0.89 0.085
H 2.77 1.99 -0.49 0.147
H -3.07 0.23 0.19 0.131
H 1.79 -0.76 2.23 0.141
H 3.04 -0.71 0.98 0.134
H -1.54 1.66 1.58 0.170
H 0.47 -1.53 0.45 0.172
```

* total charge: 0
* lowest unoccupied orbital energy: -0.09 eV
* structure (SMILES): C=C/C=C1/[C@H](O)O[C@]2(CO)C=CC(=O)[C@H]12

## b
Density functional theory data (ωB97M-V/def2-TZVPD) for an isolated molecule of C11H12O4.

XYZ file:
```
27
Properties=species:S:1:pos:R:3:lowdin_charge:R:1
O 2.07 -0.85 1.38 0.097
O -3.32 1.09 1.82 -0.035
O 0.78 2.19 -1.42 0.033
O -1.15 1.73 -0.22 0.015
C 0.99 -0.28 1.46 -0.351
C 2.60 -2.46 -2.41 0.029
C 0.65 0.75 2.39 0.049
C 1.71 -1.94 -1.53 -0.162
C -0.56 1.30 2.06 0.081
C 1.14 -0.63 -1.76 -0.030
C 0.27 0.02 -0.91 -0.119
C -2.56 0.16 1.08 -0.162
C -0.31 1.33 -1.32 -0.340
C -0.13 -0.40 0.44 -0.103
C -1.15 0.71 0.82 -0.371
H -4.23 0.83 1.89 0.086
H 1.11 2.37 -0.53 0.117
H 2.88 -1.93 -3.31 0.054
H 3.06 -3.40 -2.24 0.041
H 1.30 0.99 3.23 0.126
H 1.44 -2.51 -0.64 0.102
H -1.01 2.10 2.57 0.113
H 1.38 -0.20 -2.71 0.119
H -2.53 -0.78 1.63 0.125
H -2.99 -0.07 0.09 0.141
H -0.85 1.29 -2.29 0.174
H -0.59 -1.40 0.42 0.170
```

* total charge: 0
* lowest unoccupied orbital energy: -0.07 eV
* structure (SMILES): C=C/C=C1/[C@H](O)O[C@]2(CO)C=CC(=O)[C@H]12

## c
Density functional theory data (ωB97M-V/def2-TZVPD) for an isolated molecule of C11H12O4.

XYZ file:
```
27
Properties=species:S:1:pos:R:3:lowdin_charge:R:1
C -3.00 -1.38 -2.10 -0.094
C -3.22 -0.16 -1.43 -0.096
C -1.99 -2.24 -1.69 -0.047
C -2.35 0.25 -0.45 -0.058
C -1.13 -1.84 -0.63 0.014
C -1.38 -0.61 -0.01 -0.226
C 0.17 -1.22 1.82 -0.407
C -0.45 -0.11 1.05 -0.016
C 2.15 -0.11 1.02 -0.284
C 1.01 0.66 0.28 -0.420
C 2.88 0.81 1.97 -0.002
O -0.36 -2.11 2.42 0.141
O 1.57 -1.16 1.75 0.038
O 0.93 0.29 -1.06 0.070
O 0.87 1.97 0.56 0.062
H -3.72 -1.64 -2.89 0.110
H -4.03 0.41 -1.90 0.109
H -1.92 -3.04 -2.32 0.071
H -2.36 1.31 0.09 0.172
H -0.38 -2.50 -0.32 0.109
H -0.95 0.52 1.65 0.107
H 2.85 -0.61 0.44 0.134
H 2.98 1.83 1.75 0.058
H 3.88 0.35 1.97 0.095
H 2.26 0.65 2.94 0.146
H 0.25 0.56 -1.64 0.091
H 1.77 2.26 0.30 0.122
```

* total charge: 0
* lowest unoccupied orbital energy: 0.51 eV
* structure (SMILES): C[C@H]1OC(=O)[C@H](c2ccccc2)C1(O)O

Name the least stable of them. b.